C7H9N4 | ωB97M-V/def2-TZVPD

Results
HOMO-LUMO gap: 8.5 eV
Charge: +1
Maximum force: 2.34 eV Å⁻¹
2S+1: 1
E_LUMO: -4.8698 eV
Energy above the lowest of the compared OMol25 structures with the same formula, charge and spin: 5.6278 eV
HOMO: -13.38 eV

Last column: natural (NBO) charge in e.
CARTESIAN COORDINATES (ANGSTROEM)
C: -2.09575 0.66489 -0.38614  -0.141
C: -1.14493 1.50655 0.00575  -0.223
C: 1.95124 -0.68020 -0.13643  0.367
C: -1.58282 -0.74366 -0.51685  -0.265
C: 0.85167 -1.67033 -0.31919  -0.240
C: 1.28019 1.04186 1.16240  -0.290
C: 0.15509 0.82116 0.11543  0.183
N: 2.02398 -0.19022 1.06992  -0.382
N: 1.89849 0.22241 -1.18584  -0.111
N: 1.03664 1.06825 -1.17566  -0.043
N: -0.24939 -0.69104 0.13566  -0.367
H: -3.11933 0.90540 -0.60596  0.259
H: -1.23840 2.56666 0.14499  0.271
H: -2.23174 -1.47136 -0.02431  0.250
H: -1.47584 -1.02261 -1.57043  0.245
H: 0.70181 -1.96632 -1.35882  0.249
H: 0.87513 -2.53120 0.34595  0.271
H: 1.81623 1.97886 0.96945  0.263
H: 0.91663 1.07168 2.19312  0.251
H: -0.36890 -0.88077 1.13698  0.454



C15H31NO2P2Zr | ωB97M-V/def2-TZVPD

Results
HOMO-LUMO gap (spin up / spin down): 4.7 / 4.7 eV
Charge: +2
Maximum force: 6.06 eV Å⁻¹
2S+1: 1
E_LUMO (spin up / spin down): -8.9063 / -8.9085 eV
Energy above the lowest of the compared OMol25 structures with the same formula, charge and spin: 0.3477 eV
HOMO (spin up / spin down): -13.64 / -13.63 eV

Last column: natural (NBO) charge in e.
CARTESIAN COORDINATES (ANGSTROEM)
P: 2.33917 1.03344 1.72840  0.869
P: 1.00350 1.04983 -1.98818  0.903
C: 3.11894 1.53091 0.08387  -0.717
C: 2.29272 2.12762 -1.08330  -0.718
H: 3.90139 0.81274 -0.32829  0.117
H: 3.72897 2.34919 0.45436  0.275
H: 1.72139 3.02015 -0.75792  0.278
H: 3.00742 2.42191 -1.87767  0.205
C: 2.04363 0.00282 -3.10910  -0.975
H: 1.34954 -0.27534 -3.92378  0.323
H: 2.40748 -1.03128 -2.79191  0.172
H: 2.82602 0.58659 -3.61423  0.227
C: 0.37328 2.12250 -3.31238  -0.959
H: 1.14829 2.16229 -4.08983  0.218
H: 0.13119 3.12616 -2.94409  0.266
H: -0.53138 1.63998 -3.70771  0.270
C: 3.60157 -0.01700 2.62024  -0.943
H: 3.38693 0.10244 3.69313  0.296
H: 4.64820 0.26119 2.46349  0.213
H: 3.53290 -1.09733 2.40645  0.238
C: 2.48602 2.67561 2.51099  -0.967
H: 2.10412 3.50043 1.88688  0.255
H: 3.52137 2.91226 2.77298  0.221
H: 1.87970 2.62465 3.42576  0.274
Zr: 3.39828 -1.04736 -0.82196  2.001
C: 4.99800 0.85974 -2.19141  0.151
C: 4.99407 -0.57559 -2.12085  -0.706
C: 6.35090 -1.25721 -1.90752  -0.419
C: 7.03836 -0.82918 -0.61645  -0.443
C: 6.00999 -0.28963 0.36723  -0.356
C: 5.93312 1.04377 0.61979  -0.026
C: 6.33520 2.09301 -0.37129  -0.478
C: 6.19750 1.71135 -1.86167  -0.519
C: 0.95552 -0.55200 0.03924  -1.004
H: 4.31759 1.37470 -2.89647  0.245
H: 4.42900 -1.09363 -2.93071  0.312
H: 6.94839 -0.94829 -2.77018  0.259
H: 6.22681 -2.34660 -1.94759  0.250
H: 7.54806 -1.70388 -0.17638  0.274
H: 7.84767 -0.10498 -0.84117  0.236
H: 5.54615 -1.06674 1.00651  0.231
H: 5.73213 1.44893 1.62875  0.245
H: 7.38766 2.35746 -0.17933  0.288
H: 5.75990 3.00791 -0.16438  0.250
H: 6.03857 2.66704 -2.39231  0.268
H: 7.17006 1.33068 -2.22387  0.276
H: 0.06545 -0.33044 -0.60488  0.285
H: 0.67931 -0.14307 1.06121  0.292
H: 0.86397 -1.64741 0.18705  0.203
O: 1.05966 -3.51924 -1.56581  -0.134
N: 1.91440 -2.69198 -1.40282  0.283
O: 2.94803 -3.04109 -0.51918  -0.607



C9H5Cl3N4S | ωB97M-V/def2-TZVPD

Results
HOMO-LUMO gap: 7.9 eV
Maximum force: 2.71 eV Å⁻¹
2S+1: 1
E_LUMO: -0.4585 eV
Energy above the lowest of the compared OMol25 structures with the same formula, charge and spin: 0.4713 eV
HOMO: -8.40 eV

Last column: natural (NBO) charge in e.
CARTESIAN COORDINATES (ANGSTROEM)
S: -0.95785 -2.11780 -0.58148  -0.186
Cl: 0.95626 0.88506 -4.59447  0.050
Cl: 0.37373 -1.57513 5.41733  0.041
Cl: 3.59294 2.23854 3.31142  0.025
N: 1.85843 0.44191 4.30594  -0.501
N: -0.06382 -0.26205 3.19744  -0.491
C: -0.28960 -0.67384 -1.07753  0.061
C: 0.39152 1.84141 -2.15213  -0.298
C: -0.01253 1.75291 -0.74978  -0.169
C: 0.50853 0.68754 -2.91683  0.178
C: -0.29942 0.53439 -0.20224  0.098
C: 0.78914 -0.36378 4.20988  0.425
C: 2.16778 1.22526 3.28418  0.259
C: 0.30127 0.46249 2.17670  0.429
C: 1.38951 1.27591 2.16777  -0.378
N: 0.20595 -0.56496 -2.34506  -0.549
N: -0.64565 0.39075 1.14696  -0.591
H: 0.68332 2.79746 -2.56853  0.243
H: 0.01803 2.64002 -0.12636  0.234
H: 1.66027 1.84639 1.32222  0.238
H: 0.26253 -1.44052 -2.89444  0.450
H: -1.24844 -0.38010 1.31091  0.430



C3H7BO2S | ωB97M-V/def2-TZVPD

Results
HOMO-LUMO gap: 10.0 eV
Maximum force: 4.18 eV Å⁻¹
2S+1: 1
E_LUMO: 0.4613 eV
Energy above the lowest of the compared OMol25 structures with the same formula, charge and spin: 0.8289 eV
HOMO: -9.56 eV

Last column: natural (NBO) charge in e.
CARTESIAN COORDINATES (ANGSTROEM)
B: -1.92034 0.21757 0.08670  0.889
C: 0.26727 0.08698 1.11507  -0.093
C: 1.33452 -0.57972 0.28214  -0.199
C: 1.07189 -0.85005 -1.03708  -0.388
O: -1.07319 -0.30929 0.98170  -0.703
O: -1.66654 1.39998 -0.58464  -0.885
S: -3.50006 -0.63928 0.02863  -0.207
H: 0.40561 -0.19933 2.15912  0.211
H: 0.41041 1.22063 0.80520  0.151
H: 2.26936 -0.49070 0.72987  0.202
H: 0.01420 -0.76780 -1.22455  0.183
H: -0.78384 1.71411 -0.34037  0.483
H: 1.67141 -1.36553 -1.79307  0.217
H: -3.63875 -0.15326 -1.15588  0.138



C9H14NS | ωB97M-V/def2-TZVPD

Results
HOMO-LUMO gap: 9.2 eV
Charge: +1
Maximum force: 4.95 eV Å⁻¹
2S+1: 1
E_LUMO: -3.5468 eV
Energy above the lowest of the compared OMol25 structures with the same formula, charge and spin: 4.2750 eV
HOMO: -12.73 eV

Last column: natural (NBO) charge in e.
CARTESIAN COORDINATES (ANGSTROEM)
C: -2.36061 -0.86668 0.45755  -0.068
C: -2.65324 -0.66447 -0.70668  0.089
C: -1.27519 -0.37245 1.23214  -0.258
C: 0.42022 -1.08968 -1.49883  -0.482
C: -0.48853 -2.22110 -1.95010  -0.487
C: -2.05762 -0.26279 -1.96682  -0.426
C: -0.44844 0.15511 -1.21666  -0.017
C: 0.94435 1.43976 2.22355  -0.644
C: 0.83063 0.86094 0.88470  -0.237
N: -0.48269 0.58675 0.17845  -0.374
S: -1.69991 -1.48021 -3.15690  0.309
H: -1.62497 0.15002 2.09409  0.259
H: -0.47888 -1.09761 1.52037  0.241
H: 0.97488 -1.53848 -0.65252  0.236
H: 1.16403 -0.92793 -2.30719  0.260
H: -0.03234 -2.98635 -2.50083  0.246
H: -1.15574 -2.72918 -1.29884  0.234
H: -2.40356 0.74066 -2.22674  0.267
H: -0.02355 0.96245 -1.74971  0.235
H: 0.32684 2.49498 2.29795  0.222
H: 0.60178 0.98024 3.08497  0.235
H: 1.99572 1.68227 2.42822  0.270
H: 1.34876 -0.12912 0.77181  0.222
H: 1.49496 1.44465 0.19999  0.238
H: -1.06519 1.42777 0.17841  0.431



C6H15NO | ωB97M-V/def2-TZVPD

Results
HOMO-LUMO gap: 10.2 eV
Maximum force: 1.97 eV Å⁻¹
2S+1: 1
E_LUMO: 0.8871 eV
Energy above the lowest of the compared OMol25 structures with the same formula, charge and spin: 1.3599 eV
HOMO: -9.28 eV

Last column: natural (NBO) charge in e.
CARTESIAN COORDINATES (ANGSTROEM)
C: -1.23243 0.96662 -1.46632  -0.064
O: -1.94314 2.15992 -1.73219  -0.733
C: -0.51315 1.13450 -0.09788  -0.058
C: -0.14907 -0.23206 0.51175  -0.228
C: 0.33597 -0.10730 1.94872  -0.639
C: 0.80668 -1.11249 -0.31307  -0.389
C: 0.75096 -2.60141 0.11128  -0.604
N: 0.74104 1.85588 -0.22570  -0.847
H: -1.94356 0.14281 -1.34100  0.169
H: -0.51690 0.77721 -2.27174  0.172
H: -1.59592 2.62130 -2.49287  0.472
H: -1.32701 1.54129 0.52349  0.173
H: -1.06995 -0.83696 0.56136  0.199
H: 1.39299 -0.04172 2.22887  0.214
H: -0.20598 0.73011 2.42176  0.208
H: 0.05389 -0.93540 2.61536  0.219
H: 1.85419 -0.79610 -0.28931  0.208
H: 0.50638 -1.13966 -1.36651  0.195
H: -0.22483 -2.99157 -0.15218  0.199
H: 0.93646 -2.72766 1.18214  0.198
H: 1.56445 -3.15173 -0.36751  0.209
H: 1.08602 1.99331 0.71579  0.361
H: 0.69292 2.75114 -0.70424  0.365



> Look up the energy above the lowest of the compared OMol25 structures with the same formula, charge and spin of the third one.

0.4713 eV



> energy above the lowest of the compared OMol25 structures with the same formula, charge and spin of number 6 (C6H15NO)?

1.3599 eV



> What is the energy above the lowest of the compared OMol25 structures with the same formula, charge and spin in the second record?

0.3477 eV